The following is a quantum chemistry calculation of C20H20ClCuN2OSe2 as an isolated structure, from the Open Molecules 2025 dataset.

The value obtained for the relative energy (zero: lowest compared OMol25 entry of this formula, charge and spin) is 0.000 eV. The calculation puts the frontier orbital gap at 0.242 Eh. The HOMO energy is -0.2511 hartree. The value obtained for the LUMO energy is -0.00920 Ha. As for the spin multiplicity: 1. As for the electronic energy: -213947.72020 eV.

Positions of all 47 atoms, in Å:
Cu (-0.34, 0.29, -0.23)
Cl (-0.08, 0.42, 7.14)
C (-0.37, 0.61, 5.43)
C (-1.38, 1.48, 4.99)
C (-1.61, 1.65, 3.66)
C (-0.87, 0.94, 2.65)
O (-1.14, 1.17, 1.42)
C (0.14, 0.04, 3.13)
C (1.02, -0.72, 2.29)
N (0.90, -0.88, 1.02)
C (1.86, -1.60, 0.31)
C (2.54, -2.70, 0.78)
C (3.51, -3.34, -0.02)
C (3.79, -2.91, -1.28)
C (3.08, -1.81, -1.82)
C (3.30, -1.31, -3.12)
C (2.57, -0.25, -3.57)
C (1.59, 0.31, -2.72)
N (1.36, -0.12, -1.51)
C (2.10, -1.16, -1.03)
C (0.37, -0.08, 4.52)
H (-1.96, 2.03, 5.72)
H (-2.37, 2.33, 3.31)
H (1.88, -1.17, 2.80)
H (2.33, -3.07, 1.77)
H (4.03, -4.20, 0.38)
H (4.53, -3.40, -1.89)
H (4.05, -1.77, -3.75)
H (2.72, 0.16, -4.56)
H (0.97, 1.14, -3.05)
H (1.16, -0.74, 4.87)
C (-0.95, 3.76, -3.09)
Se (-1.38, 2.50, -1.66)
C (-2.55, 1.38, -2.77)
C (-3.37, 0.44, -1.91)
Se (-2.29, -0.98, -1.10)
C (-3.24, -1.05, 0.60)
H (-0.49, 3.25, -3.93)
H (-0.24, 4.48, -2.68)
H (-1.85, 4.27, -3.40)
H (-1.95, 0.83, -3.50)
H (-3.21, 2.06, -3.31)
H (-4.14, -0.04, -2.51)
H (-3.84, 0.98, -1.09)
H (-4.27, -1.38, 0.44)
H (-3.18, -0.07, 1.06)
H (-2.72, -1.77, 1.22)

Let us look at the natural (NBO) charges, expressed in e, one per atom: 0.808, -0.030, -0.118, -0.199, -0.247, 0.424, -0.812, -0.272, 0.202, -0.584, 0.137, -0.237, -0.187, -0.208, -0.102, -0.119, -0.268, 0.069, -0.498, 0.205, -0.155, 0.221, 0.211, 0.156, 0.218, 0.218, 0.215, 0.217, 0.223, 0.198, 0.213, -0.790, 0.297, -0.575, -0.571, 0.261, -0.776, 0.210, 0.233, 0.218, 0.212, 0.222, 0.224, 0.231, 0.216, 0.250, 0.237